Record 1
Molecular formula: C29H20BrNO3PPbS5
Method: DFT, ωB97M-V with the def2-TZVPD basis set

LUMO level = 0.0711 hartree
Kohn-Sham gap = 6.5 eV
Net charge = -1
Highest occupied orbital energy = -4.52 eV
Energy above the lowest of the compared OMol25 structures with the same formula, charge and spin = 22.42 kcal per mole

Each line ends with the natural charge from an NBO analysis.
Geometry (Å):
Pb: 0.54914 -0.54917 -1.33036  1.032
O: -0.94547 -0.53301 2.51459  -0.571
N: -1.59212 0.46839 1.87329  -0.116
C: -2.69653 0.86950 2.36190  0.043
C: -3.38889 1.90238 1.63580  -0.110
C: -4.58053 2.45789 2.09583  -0.198
C: -5.20857 3.45472 1.37525  -0.201
C: -4.64869 3.90220 0.18876  -0.220
C: -3.47975 3.33700 -0.29113  -0.231
C: -2.83589 2.32966 0.41779  -0.208
P: -1.22272 1.62040 -0.10468  0.891
C: -1.11576 2.52991 -1.71912  -0.393
C: -0.26880 3.59144 -2.00621  -0.199
C: -0.20297 4.09625 -3.29299  -0.205
C: -0.96854 3.53797 -4.30235  -0.206
C: -1.81331 2.47313 -4.02842  -0.237
C: -1.87797 1.96908 -2.74489  -0.178
C: -0.13613 2.65698 0.93031  -0.355
C: 1.06822 2.12764 1.37372  -0.189
C: 1.93914 2.90486 2.11551  -0.194
C: 1.60434 4.21171 2.43235  -0.210
C: 0.39807 4.74036 1.99879  -0.237
C: -0.46923 3.97080 1.24535  -0.151
H: -0.53390 -1.11417 1.77753  0.519
H: -3.11003 0.44187 3.27174  0.190
H: -4.99433 2.10715 3.03124  0.212
H: -6.12443 3.89994 1.73539  0.208
H: -5.10713 4.71258 -0.36071  0.210
H: -3.05222 3.70054 -1.21512  0.233
H: 0.35051 4.00985 -1.22619  0.226
H: 0.47065 4.91292 -3.50679  0.211
H: -0.89555 3.92034 -5.30876  0.206
H: -2.40264 2.02517 -4.81779  0.209
H: -2.53496 1.13383 -2.51715  0.201
H: 1.32350 1.10336 1.13510  0.227
H: 2.88110 2.48651 2.43965  0.217
H: 2.28006 4.82173 3.01688  0.208
H: 0.13352 5.76228 2.23496  0.206
H: -1.40277 4.39005 0.89416  0.207
S: 7.60266 1.08424 -3.08460  -0.127
C: 6.07241 0.85276 -2.54986  -0.560
S: 4.71630 1.78387 -3.11220  0.458
C: 3.46698 0.90500 -2.24558  -0.413
C: 3.89155 -0.08386 -1.42394  -0.424
S: 2.90260 -1.13671 -0.45723  -0.277
S: 5.62668 -0.34615 -1.36658  0.458
S: 1.82916 1.36859 -2.54890  -0.318
Br: -2.94714 -4.78409 2.04639  0.050
C: -3.54308 -3.22958 1.12643  -0.045
C: -4.88372 -2.89174 1.20597  -0.246
C: -5.33566 -1.75147 0.56711  -0.220
C: -4.45055 -0.94756 -0.13119  -0.231
C: -3.12038 -1.30945 -0.21196  -0.134
C: -2.64373 -2.45530 0.41229  -0.175
C: -1.19217 -2.86671 0.15785  0.779
O: -1.00998 -3.89331 -0.46886  -0.634
O: -0.30887 -2.03455 0.55257  -0.833
H: -5.56146 -3.51161 1.77418  0.220
H: -6.38181 -1.49055 0.61687  0.208
H: -4.78768 -0.03731 -0.60790  0.212
H: -2.42315 -0.69811 -0.77077  0.204

Record 2
Molecular formula: C35H57N6O5P
Method: DFT, ωB97M-V with the def2-TZVPD basis set

LUMO level = -0.0443 hartree
Kohn-Sham gap = 6.7 eV
Net charge = 0
Highest occupied orbital energy = -7.87 eV

Each line ends with the Löwdin charge.
Geometry (Å):
C: 2.75442 5.84817 0.89938  -0.043
C: 3.24059 4.51048 0.37125  -0.151
C: 4.18868 3.62682 1.37516  -0.172
C: 3.78617 2.01389 1.43409  -0.112
N: 4.56597 1.08571 0.54651  0.083
C: 4.16739 -0.35432 0.70292  -0.097
C: 4.94118 -1.49882 -0.20353  -0.071
N: 6.02924 -1.04550 -1.19356  0.020
C: 4.64382 -3.12388 -0.10410  -0.088
O: 5.40924 -4.07792 -0.92843  -0.069
C: 3.49856 -3.60616 0.97148  -0.092
O: 3.13017 -5.04014 1.21728  -0.192
C: 3.82781 -5.46332 2.47233  -0.161
C: 3.61509 -7.04661 2.84344  -0.281
C: 3.20176 -7.84490 1.46243  -0.111
C: 2.47115 -7.33424 3.99501  -0.372
C: 3.12124 -7.59472 5.51088  -0.110
C: 1.24936 -6.22110 4.01262  -0.107
C: 2.71656 -2.46256 1.84758  0.056
C: 3.01369 -0.82119 1.75014  -0.126
N: 2.17879 0.05387 2.64303  0.102
C: 2.62912 1.47407 2.44235  -0.118
C: 1.84911 2.62688 3.36548  -0.178
C: 0.55699 3.30008 2.61420  -0.216
P: -0.75429 2.03362 1.99824  0.792
O: -2.00355 2.89015 1.51478  -0.374
O: -1.35564 1.06419 3.36022  -0.293
C: -2.32300 0.07495 2.77845  -0.277
C: -3.79445 0.13879 3.56469  -0.102
O: -0.15905 0.88936 0.83007  -0.313
C: -0.61136 1.18746 -0.53706  -0.273
C: 0.36512 2.30586 -1.30758  -0.077
H: 3.37613 6.52023 1.64236  0.071
H: 1.69978 6.26469 0.52561  0.073
H: 2.94645 4.20682 -0.74077  0.115
H: 5.28755 3.65966 0.91008  0.120
H: 4.29784 4.08635 2.45545  0.111
H: 5.64620 -0.15848 -1.60367  0.070
H: 5.99819 -1.74922 -1.99100  0.084
H: 4.83594 -4.51896 -1.62185  0.123
H: 3.50779 -4.71952 3.33688  0.121
H: 4.97970 -5.22532 2.26735  0.146
H: 4.61154 -7.56444 3.24651  0.140
H: 2.14943 -7.46622 1.07570  0.089
H: 3.08927 -9.01607 1.60160  0.091
H: 4.00345 -7.55073 0.64465  0.091
H: 1.95337 -8.37160 3.71445  0.129
H: 2.45127 -8.31417 6.17126  0.083
H: 4.14358 -8.18239 5.33252  0.079
H: 3.28413 -6.53771 6.00752  0.083
H: 0.91349 -6.00803 2.89147  0.093
H: 1.71097 -5.23536 4.45978  0.072
H: 0.38104 -6.67985 4.67008  0.091
H: 1.90475 -2.83399 2.62566  0.105
H: 2.57714 3.52132 3.66836  0.110
H: 1.58222 2.09355 4.39871  0.130
H: 0.82053 4.01677 1.72759  0.074
H: 0.01370 3.97769 3.43245  0.126
H: -1.87566 -1.01784 2.74545  0.127
H: -2.58278 0.33763 1.64331  0.108
H: -3.68525 0.00280 4.72401  0.079
H: -4.42450 -0.76526 3.12418  0.087
H: -4.37317 1.13831 3.31395  0.037
H: -1.75491 1.43845 -0.63759  0.115
H: -0.45211 0.18318 -1.16214  0.131
H: -0.21398 2.88540 -2.15759  0.060
H: 0.93007 2.99817 -0.55179  0.047
H: 1.20397 1.67347 -1.87391  0.090
C: -4.09565 4.35418 -4.91547  -0.109
C: -3.54076 2.99936 -5.34397  -0.310
C: -2.34183 2.55480 -4.50398  -0.191
C: -1.21410 3.56429 -4.64406  -0.172
N: -0.27851 4.40168 -4.76039  0.107
H: -3.35772 5.15229 -5.04412  0.070
H: -4.96710 4.61729 -5.52341  0.075
H: -4.40551 4.33653 -3.86433  0.074
H: -3.25501 3.05183 -6.40170  0.070
H: -4.33405 2.24823 -5.26160  0.105
H: -1.99026 1.57390 -4.84085  0.079
H: -2.62161 2.47107 -3.44815  0.111
C: -3.11381 -2.54968 -7.72189  -0.114
C: -1.73533 -1.95200 -7.45799  -0.275
C: -1.77409 -0.77549 -6.48076  -0.195
C: -2.64175 0.33569 -7.04902  -0.136
N: -3.36143 1.25755 -7.52051  0.137
H: -3.78610 -1.82405 -8.19047  0.071
H: -3.03374 -3.40370 -8.40195  0.075
H: -3.57562 -2.89704 -6.79061  0.078
H: -1.30042 -1.62919 -8.41185  0.114
H: -1.08118 -2.73222 -7.05347  0.110
H: -0.76194 -0.39193 -6.31439  0.116
H: -2.18066 -1.09162 -5.51389  0.118
C: -4.19830 5.04795 1.57199  -0.125
C: -5.67452 5.36431 1.35345  -0.279
C: -6.56009 4.90126 2.51189  -0.194
C: -6.44531 3.39443 2.67551  -0.136
N: -6.35020 2.14438 2.81113  0.112
H: -4.02168 3.96988 1.64025  0.039
H: -3.60154 5.42183 0.73393  0.076
H: -3.82834 5.51733 2.49069  0.080
H: -6.00424 4.89057 0.42068  0.111
H: -5.79080 6.44596 1.22388  0.106
H: -7.60487 5.16287 2.31381  0.111
H: -6.25892 5.38919 3.44532  0.115

Record 3
Molecular formula: C2ClFO2S
Method: DFT, ωB97M-V with the def2-TZVPD basis set

LUMO level (alpha / beta) = -0.1071 / -0.1643 hartree
Kohn-Sham gap (alpha / beta) = 7.1 / 5.9 eV
Net charge = 0
Highest occupied orbital energy (alpha / beta) = -10.01 / -10.32 eV
Energy above the lowest of the compared OMol25 structures with the same formula, charge and spin = 120.73 kcal per mole

Each line ends with the natural charge from an NBO analysis.
Geometry (Å):
C: 0.60036 -2.15704 -0.05358  0.050
C: -0.13826 -1.79874 -0.98902  -0.346
O: 1.11330 2.00165 1.07298  -0.755
O: -0.27434 0.92783 -0.60111  -0.856
F: -0.31615 0.22737 1.77609  -0.471
S: -0.18558 1.50630 0.71996  2.038
Cl: -0.79933 -0.70737 -1.92533  0.338

Record 4
Molecular formula: C5H10N2
Method: DFT, ωB97M-V with the def2-TZVPD basis set

LUMO level = 0.0354 hartree
Kohn-Sham gap = 9.5 eV
Net charge = 0
Highest occupied orbital energy = -8.52 eV
Energy above the lowest of the compared OMol25 structures with the same formula, charge and spin = 60.01 kcal per mole

Each line ends with the natural charge from an NBO analysis.
Geometry (Å):
C: 0.95439 1.54417 -0.44349  -0.401
N: 1.31092 -1.79931 0.81154  -0.786
C: 1.50009 -0.52261 0.65375  0.322
N: 0.57614 0.26392 0.11489  -0.438
H: 2.08055 -2.30167 1.23422  0.364
H: 0.14589 -2.18942 -0.09692  0.327
H: 2.49855 -0.07754 0.76340  0.154
H: 2.03796 1.68561 -0.39735  0.205
H: 0.64620 1.60123 -1.49189  0.205
H: 0.48306 2.36951 0.10016  0.193
C: -1.93903 0.67255 0.05197  -0.665
C: -0.88347 -0.33742 -0.24174  0.150
C: -0.92872 -1.58726 -0.60458  -0.496
H: -1.85712 1.03095 1.07983  0.223
H: -1.86318 1.53612 -0.61058  0.211
H: -2.91811 0.22042 -0.09010  0.230
H: -1.84413 -2.10924 -0.83311  0.203

Record 5
Molecular formula: C17H21NO4
Method: DFT, ωB97M-V with the def2-TZVPD basis set

LUMO level = -0.0358 hartree
Kohn-Sham gap = 6.3 eV
Net charge = 0
Highest occupied orbital energy = -7.23 eV
Energy above the lowest of the compared OMol25 structures with the same formula, charge and spin = 82.83 kcal per mole

Each line ends with the natural charge from an NBO analysis.
Geometry (Å):
C: 2.49269 -1.93445 4.51227  -0.409
N: 1.23813 -1.31085 4.10357  -0.343
C: 0.99502 0.05588 4.55417  -0.420
C: 0.44572 -1.89140 3.20860  0.215
C: -0.73860 -1.31725 2.71522  -0.407
C: -1.67263 -2.05161 1.98261  0.041
C: -2.99743 -1.49677 1.74409  -0.137
C: -4.16128 -2.28353 1.86460  -0.135
C: -5.41295 -1.74089 1.60088  -0.208
C: -5.52762 -0.40795 1.18437  -0.181
C: -4.38471 0.38975 1.07414  -0.231
C: -3.13432 -0.14061 1.38829  -0.119
H: 2.98618 -1.26475 5.21814  0.211
H: 2.32546 -2.91009 4.98614  0.216
H: 3.13488 -2.09007 3.63372  0.226
H: 1.79873 0.30951 5.25100  0.215
H: 1.01738 0.74081 3.69315  0.215
H: 0.02240 0.15337 5.05686  0.220
H: 0.77338 -2.86621 2.81933  0.249
H: -0.91757 -0.25476 2.91396  0.215
H: -1.50069 -3.12183 1.85058  0.246
H: -4.05008 -3.31968 2.17538  0.215
H: -6.30250 -2.35408 1.72461  0.219
H: -6.50779 0.01388 0.95291  0.217
H: -4.45727 1.43442 0.76199  0.217
H: -2.23713 0.48238 1.33156  0.199
C: 0.20866 -5.33973 -3.18715  -0.624
C: -0.06860 -3.99862 -2.49666  0.532
C: 0.22551 -2.85502 -3.45943  -0.663
O: -1.44417 -3.99419 -2.08680  -0.543
C: -1.83110 -3.02117 -1.16267  0.748
O: -3.01872 -2.74869 -1.10815  -0.636
C: -0.82158 -2.44896 -0.35131  -0.656
C: 0.47876 -3.00313 -0.34842  0.756
O: 1.35849 -2.75630 0.46532  -0.683
O: 0.78893 -3.93517 -1.33925  -0.545
H: -0.00215 -6.16093 -2.49586  0.225
H: -0.42737 -5.44161 -4.07190  0.218
H: 1.25862 -5.38632 -3.49115  0.217
H: 0.03382 -1.87532 -3.00565  0.226
H: 1.27303 -2.90164 -3.77578  0.218
H: -0.39727 -2.95853 -4.35541  0.220
H: -0.95321 -1.44008 0.01846  0.243

| no. | total energy (a.u.) |
| --- | --- |
| 1 | -6496.84598 |
| 2 | -2413.14690 |
| 3 | -1184.62479 |
| 4 | -305.92822 |
| 5 | -1016.04671 |